1.
Molecular formula: C14H32LiNO14P
Method: DFT, ωB97M-V/def2-TZVPD

```
63
Properties=species:S:1:pos:R:3:forces:R:3
C 6.3850 26.7850 -2.2720 0.12 -1.45 -6.23
N 5.0640 26.1190 -1.8750 1.42 1.12 -0.17
C 4.3750 25.3020 -2.9810 0.60 4.01 3.17
C 5.4450 25.1890 -0.8180 3.97 -1.12 -0.17
C 4.0510 27.1530 -1.4680 -2.11 -2.74 2.51
C 4.3770 28.0480 -0.2260 -6.18 -11.63 1.65
O 3.2300 28.6050 0.1210 -1.60 2.89 0.41
H 6.3680 27.5040 -3.2610 -0.83 -1.83 2.34
H 7.0420 25.9260 -2.6260 -0.86 0.84 0.28
H 7.0550 27.3030 -1.6720 -0.10 0.94 2.57
H 3.5970 24.7370 -2.6840 -2.78 -1.51 2.52
H 4.8790 24.6560 -3.4960 4.30 -3.21 -2.83
H 3.9690 26.0270 -3.5470 -1.22 2.32 -2.50
H 6.2250 25.4140 -0.0440 -1.17 1.26 -0.60
H 6.0260 24.3910 -1.3110 -0.62 -0.08 -0.24
H 4.6340 24.7880 -0.3780 -3.10 -1.36 1.87
H 3.0840 26.5200 -1.2370 1.75 1.15 0.22
H 3.7810 27.7080 -2.3040 0.01 1.27 -1.67
H 4.8390 28.7090 -0.5330 9.49 11.20 -4.91
H 4.8100 27.4120 0.5130 0.59 -0.32 0.88
H 2.8540 27.8730 0.5920 -2.60 -2.49 1.67
Li 1.0760 26.7370 2.4050 -0.25 -0.42 0.18
P 2.1490 24.8320 1.1790 1.61 2.92 1.63
O 1.1250 24.9670 2.1700 -7.68 -1.38 7.57
O 2.2300 26.4380 1.1500 3.50 3.31 -3.39
O 1.5960 24.1840 0.0310 -0.68 -2.20 -6.48
O 3.3210 24.2270 1.8320 4.48 -1.17 0.19
C -0.7060 28.9370 -0.0830 4.84 1.73 3.75
O -1.6150 29.3910 0.8270 -1.87 1.29 3.22
C -1.5730 28.8450 2.1030 2.81 -3.76 -3.76
O -0.9750 27.8110 2.3580 0.23 0.75 -0.40
O -2.2960 29.4420 2.9140 -2.75 2.58 3.37
C -2.5880 28.8060 4.2380 -1.24 -0.71 -0.78
H -0.6300 29.5130 -0.8990 -0.44 2.79 -2.81
H -0.9010 28.0400 -0.3940 -1.04 -5.56 -1.44
H 0.3710 28.9650 0.3400 -1.59 -0.40 -0.46
H -2.9320 29.8250 4.8580 0.32 -3.45 -1.49
H -1.6870 28.3070 4.7030 -0.74 0.94 -0.70
H -3.3380 27.7500 3.9050 1.80 3.71 1.60
C -4.6500 26.1260 7.4400 2.08 -0.12 0.91
O -3.2580 26.1080 7.2620 0.37 1.44 5.05
C -2.7560 25.7690 6.1470 3.46 -0.25 -0.21
O -3.4540 25.5830 5.2420 -2.50 -1.21 -5.06
O -1.4110 25.6910 6.1690 -0.89 0.29 1.29
C -0.7020 25.2830 4.9840 -3.15 3.65 -3.76
H -5.1620 26.7140 6.8080 -1.37 2.73 -2.22
H -4.9300 26.2510 8.4360 0.38 1.25 1.88
H -5.0690 25.2300 7.3080 -1.12 -4.12 -1.22
H -1.2720 24.5290 4.4560 0.28 -0.49 0.14
H 0.2530 25.0170 5.2850 1.70 -0.31 0.19
H -0.7860 26.2510 4.1010 0.81 -2.89 2.85
C 1.9920 30.2730 5.5440 3.76 2.98 1.70
O 2.8330 29.2090 5.8730 1.22 -2.10 -2.19
C 2.8740 28.2180 4.9250 -2.68 -4.23 -3.61
O 1.8630 27.8120 4.2300 3.30 2.73 3.07
O 4.0420 27.5260 4.7700 -1.38 3.49 2.83
C 4.0500 26.2960 4.0740 -1.88 -2.16 6.59
H 1.0350 30.1550 5.4030 -5.07 -2.16 -1.81
H 2.3620 31.0550 4.8520 0.36 -0.94 0.01
H 1.8890 30.7580 6.4890 0.51 0.91 0.92
H 4.0830 26.4610 3.1710 -0.08 1.96 -9.57
H 3.1510 25.6600 4.1670 0.50 0.23 0.54
H 4.9790 25.8490 4.2640 1.04 -0.91 1.08
```
Forces are in eV/Å.

**HOMO level**: -1.8426 eV
**Charge**: -1
**Frontier orbital gap**: 3.860 eV

natural (NBO) population analysis, charges in e, atoms 1 to 8:
1 C -0.4212
2 N -0.2091
3 C -0.3686
4 C -0.4267
5 C -0.2775
6 C -0.0288
7 O -0.7444
8 H 0.2149

=====

2.
Molecular formula: C14H32NO28S7
Method: DFT, ωB97M-V/def2-TZVPD

```
82
Properties=species:S:1:pos:R:3:forces:R:3
N -1.2939 -0.2307 -0.0210 1.06 -0.71 -0.03
H -1.0418 -0.7869 -0.8255 -0.38 -0.26 -0.79
H -2.1066 0.3413 -0.2008 -0.30 0.43 -0.08
H -0.4457 0.2837 0.1689 0.07 0.96 0.29
H -1.3702 -0.9160 0.7170 -0.45 -0.12 0.68
C -5.1601 -2.6201 -0.4635 -0.15 0.89 1.93
C -6.4796 -1.8945 -0.6502 -0.52 -4.17 0.14
O -6.1440 -0.6941 -1.0952 2.44 4.44 -2.53
S -4.7227 -0.7210 -2.0485 0.09 -0.22 0.73
O -3.7834 0.3223 -1.5788 -2.55 -2.40 -1.24
O -5.0391 -0.9330 -3.4499 0.56 0.96 2.24
O -4.2422 -2.1705 -1.4668 -0.53 0.50 -0.73
H -5.3056 -3.6942 -0.3489 0.65 0.10 -0.53
H -4.8243 -2.1425 0.4570 0.63 -0.73 0.37
H -6.9856 -1.8674 0.3148 -0.06 0.33 -0.07
H -7.0848 -2.4751 -1.3464 -0.43 0.27 -0.28
C -0.7782 -2.7008 -3.3883 -0.52 -0.10 -2.67
C -1.2027 -1.8363 -4.6312 0.94 -1.84 -0.69
O -0.1496 -0.8560 -4.7449 -0.14 0.69 1.89
S 0.2344 -0.3721 -3.2471 1.63 3.01 0.60
O -0.6284 0.7235 -2.7717 0.90 -2.65 -0.77
O 1.6746 -0.0251 -3.1535 -3.57 -2.13 -0.48
O -0.2481 -1.7925 -2.4774 0.74 2.51 0.47
H 0.0250 -3.3708 -3.6949 -0.09 -0.15 0.04
H -1.6476 -3.2826 -3.0820 0.15 0.32 0.81
H -2.2377 -1.4984 -4.6833 0.25 0.74 0.57
H -1.0335 -2.4214 -5.5352 -0.25 -0.20 0.08
C -0.0803 4.8151 -2.3017 1.20 -1.57 -0.78
C 0.8818 4.3270 -1.2794 0.87 -0.43 0.86
O 0.1582 4.1350 -0.0796 -1.91 -0.43 1.77
S -1.4902 4.0985 -0.3374 -0.31 -0.48 0.32
O -2.3260 4.7564 0.6856 2.81 -1.10 -2.63
O -1.8895 2.7249 -0.7022 1.13 2.96 0.25
O -1.2422 5.1134 -1.6251 -2.83 0.20 1.08
H -0.1878 3.9115 -2.9017 -0.68 0.65 -0.99
H 0.4595 5.6325 -2.7797 -1.24 0.31 -0.43
H 1.6522 5.0756 -1.0948 0.17 -0.50 0.28
H 1.2395 3.3496 -1.6032 0.53 0.31 0.20
C 1.3348 4.6150 3.1919 0.73 -0.16 1.60
C 0.0950 5.4330 3.3216 -1.97 -0.35 -2.97
O -1.0621 4.4687 3.5870 1.22 0.54 -0.27
S -0.5823 2.9276 3.5982 0.03 0.51 1.26
O -0.8253 2.2043 2.3605 0.65 1.44 1.26
O -1.0669 2.3062 4.8223 1.19 1.02 -1.99
O 0.9953 3.3945 3.7817 -0.82 -3.10 0.38
H 2.0844 5.0294 3.8660 0.43 -0.07 -0.42
H 1.6976 4.4655 2.1750 -0.09 0.15 0.03
H -0.0103 5.6944 2.2687 -1.00 0.63 0.07
H 0.0881 6.3793 3.8625 -0.33 -0.81 0.84
C -0.7077 -6.3728 1.2944 -1.99 -0.82 -0.53
C -0.9339 -6.5798 -0.1882 -1.37 -2.67 -0.31
O -1.0441 -5.3963 -0.8585 -0.16 2.99 -0.12
S -0.6878 -4.0996 0.0628 0.51 -0.03 -2.16
O -1.8130 -3.1443 0.1310 2.18 -2.39 0.48
O 0.5380 -3.6376 -0.5690 -1.64 -0.29 2.03
O -0.5111 -4.9979 1.4168 1.36 3.07 -0.07
H 0.0379 -7.1327 1.5284 0.73 1.11 0.92
H -1.6009 -6.5140 1.9029 0.03 -0.64 -0.11
H -1.8999 -7.0266 -0.4234 0.18 -0.87 0.46
H -0.1319 -7.2258 -0.5453 0.05 0.37 -0.58
C 3.2308 -1.6382 4.2121 -0.65 -1.19 -0.25
C 2.9292 -0.2065 3.9429 -0.24 1.95 1.06
O 2.2930 -0.0616 2.7209 -2.17 -2.25 -3.75
S 1.6198 -1.5184 2.1637 -1.40 -0.85 1.07
O 2.2574 -2.0606 0.9773 -0.66 1.60 1.98
O 0.0945 -1.5345 2.1575 4.84 0.52 0.32
O 2.1578 -2.3393 3.5091 -0.76 0.67 -1.49
H 3.0377 -1.9074 5.2506 0.41 0.14 -0.04
H 4.1935 -2.0128 3.8640 -0.06 0.12 -0.06
H 3.7346 0.5176 3.8201 0.51 -0.47 0.68
H 2.2033 0.1908 4.6523 0.28 -0.09 0.55
C 5.8434 1.3659 -0.4988 -0.40 -0.14 0.16
C 5.3593 1.3581 -1.9701 2.24 0.35 -0.45
O 3.9875 1.6524 -1.9961 -1.74 0.64 0.99
S 3.3553 1.9716 -0.4888 0.23 -0.85 -0.23
O 2.1186 1.2172 -0.2335 2.90 1.60 -0.80
O 3.3799 3.3964 -0.2103 0.05 -1.95 -0.50
O 4.6039 1.2535 0.2136 -1.08 -0.20 1.19
H 6.3872 2.2138 -0.0824 -0.30 0.62 -0.75
H 6.4878 0.5383 -0.2024 -0.50 -0.44 -0.31
H 5.6263 0.4678 -2.5396 -0.90 -0.82 0.67
H 5.9516 2.0374 -2.5832 -0.41 0.99 0.32
```
Forces are in eV/Å.

**HOMO level**: -12.8144 eV
**Charge**: +1
**Frontier orbital gap**: 11.032 eV

Mulliken population analysis, charges in e, atoms 1 to 8:
1 N 1.0337
2 H -0.3550
3 H 0.2988
4 H -0.0294
5 H 0.4145
6 C -0.4095
7 C -0.4019
8 O -0.3496

=====

3.
Molecular formula: C14H32NO2P2RhSi
Method: DFT, ωB97M-V/def2-TZVPD

```
53
Properties=species:S:1:pos:R:3:forces:R:3
Rh -0.2515 0.1252 0.2850 1.70 0.49 -2.34
P -0.9435 2.2484 -0.1161 0.75 1.78 1.25
C 0.7252 3.0005 -0.3431 -0.23 -0.38 -0.23
C 1.7513 2.3744 0.5552 0.52 0.88 -0.01
N 1.5441 1.1135 0.9398 -1.34 -0.78 0.18
C 2.4079 0.4746 1.7362 1.06 0.06 0.56
C 3.5360 1.1312 2.2087 -0.01 -0.38 0.07
C 3.8001 2.4272 1.8008 0.14 0.24 -0.01
C 2.8984 3.0444 0.9483 -0.26 0.16 -0.17
C 2.1186 -0.9511 2.1125 -0.55 -0.33 0.07
P 0.8754 -1.6898 0.9642 1.63 -0.06 1.04
H 3.0564 4.0511 0.5894 0.08 0.05 0.05
H 4.1998 0.6241 2.8980 0.01 -0.03 -0.11
H 4.6936 2.9555 2.1364 -0.29 -0.20 -0.07
H 3.0265 -1.5751 2.1139 -0.23 0.24 -0.03
H 1.6774 -1.0143 3.1191 0.13 0.16 -0.12
H 0.9683 2.7856 -1.4006 0.07 0.14 0.30
H 0.6564 4.0881 -0.2051 0.03 -0.21 -0.04
H 1.1527 -0.8314 -3.9250 0.37 0.66 0.34
O 1.5314 0.0071 -3.5781 -0.30 -0.57 -0.46
H 1.9416 0.4242 -4.3521 -0.11 -0.17 0.27
H -0.1095 -3.5112 -2.6507 0.51 0.37 -0.74
O 0.4967 -3.1834 -3.3518 -0.63 -1.08 0.56
H 0.5989 -3.9929 -3.8873 0.19 0.57 -0.03
C 1.9093 -2.2085 -0.4526 -0.47 -0.30 -0.16
H 2.7343 -2.8354 -0.0853 -0.15 0.03 -0.05
H 1.3168 -2.7439 -1.2079 0.32 0.14 0.23
H 2.2995 -1.2985 -0.9310 -0.07 -0.20 0.18
C 0.0507 -3.0272 1.8792 -0.01 0.00 -0.22
H -0.6697 -3.5446 1.2367 0.24 0.05 0.34
H 0.7970 -3.7418 2.2481 -0.03 0.11 -0.12
H -0.4778 -2.5806 2.7299 0.23 -0.12 -0.18
C -1.5999 2.9156 1.4608 -0.23 -0.01 -0.34
H -1.5964 4.0140 1.4438 -0.11 -0.14 0.02
H -2.6234 2.5367 1.5989 0.27 0.20 0.04
H -0.9692 2.5468 2.2814 -0.15 0.11 -0.29
C -1.8566 2.8973 -1.5380 -0.27 -0.58 -0.14
H -2.9007 2.5789 -1.5076 0.22 0.26 -0.06
H -1.8071 3.9928 -1.5520 0.14 -0.14 0.22
H -1.3796 2.4932 -2.4390 -0.14 0.15 0.11
C -3.3381 0.0872 -1.2424 0.21 0.38 -0.17
Si -2.1698 -0.9056 -0.1384 -3.40 -1.63 0.64
C -2.9994 -1.2770 1.5404 0.17 0.18 -0.32
C -1.7402 -2.4813 -1.1041 0.51 0.07 -0.18
H -3.8266 0.9001 -0.6954 -0.03 -0.24 0.01
H -4.1160 -0.5787 -1.6455 0.22 -0.05 0.27
H -2.8178 0.5212 -2.1025 -0.12 -0.23 0.09
H -3.9431 -1.8100 1.3446 0.14 0.10 0.06
H -2.3767 -1.9002 2.1980 -0.32 0.27 -0.24
H -3.2294 -0.3328 2.0603 0.03 -0.39 -0.12
H -2.6746 -2.9697 -1.4166 -0.02 0.20 0.22
H -1.2133 -2.1657 -2.0125 -0.15 -0.07 0.16
H -1.1343 -3.2085 -0.5489 -0.23 0.22 -0.31
```
Forces are in eV/Å.

**HOMO level (alpha / beta)**: -10.6006 / -15.6738 eV
**Charge**: +2
**Frontier orbital gap (alpha / beta)**: 5.134 / 4.988 eV
**Spin multiplicity**: 5

natural (NBO) population analysis, charges in e, atoms 1 to 8:
1 Rh 0.2557
2 P 1.1946
3 C -0.7754
4 C 0.2092
5 N -0.5498
6 C 0.2240
7 C -0.2062
8 C -0.1244

=====

The calculation returns the following max |F| values, one per record and in order: 15.48 5.66 3.83 eV/A.
The calculation returns the following relative energy (zero: lowest compared OMol25 entry of this formula, charge and spin) values, one per record and in order: 4.916 5.323 0.000 eV.